Record 1
DFT (ωB97M-V/def2-TZVPD) results for the ion C8H14N with charge +1 in a non-equilibrium geometry.

As for the LUMO energy: -3.25 eV. Its electronic energy is -367.5640 Eh. As for the structure (SMILES): CC1=C(C)[N+]1=CC(C)C. The value obtained for the orbital gap is 9.93 eV. Its total charge is +1. For the relative energy (zero: lowest compared OMol25 entry of this formula, charge and spin), the calculation gives 3.154 eV. For the HOMO energy, the calculation gives -13.1801 eV. The calculation puts the largest force on an atom at 4.4 eV/Å.

Last column: Mulliken charge in e.
Geometry (Å):
C -0.02 -3.29 -1.92  -1.303
C -0.27 -2.12 -1.18  0.734
C -1.12 -1.30 -0.53  0.191
C -2.47 -0.93 0.02  -0.951
N 0.15 -0.90 -0.59  -0.001
C 0.94 0.02 -0.23  -0.203
C 0.52 1.06 0.73  0.498
C 1.42 1.39 1.93  -1.371
C 0.42 2.43 -0.07  -1.220
H 1.05 -3.56 -1.86  0.347
H 0.09 -3.01 -2.94  0.373
H -0.73 -4.10 -1.91  0.348
H -2.88 -0.32 -0.86  0.291
H -2.46 -0.38 1.01  0.327
H -3.10 -1.91 0.20  0.331
H 1.93 0.12 -0.49  0.563
H -0.53 1.05 1.07  -0.036
H 2.42 1.73 1.60  0.297
H 1.69 0.49 2.36  0.438
H 0.81 2.20 2.50  0.366
H -0.59 2.54 -0.69  0.282
H 1.39 2.53 -0.59  0.353
H 0.39 3.40 0.62  0.346



Record 2
DFT (ωB97M-V/def2-TZVPD) results for a structure of composition C8H14N2O2 in a non-equilibrium geometry.

As for the LUMO energy: 0.25 eV. Its electronic energy is -573.1148 Eh. The value obtained for the orbital gap is 9.59 eV. For the relative energy (zero: lowest compared OMol25 entry of this formula, charge and spin), the calculation gives 2.543 eV. For the HOMO energy, the calculation gives -9.3332 eV. The calculation puts the largest force on an atom at 4.6 eV/Å.

Last column: Mulliken charge in e.
Geometry (Å):
C -1.49 -1.50 -1.59  0.516
C -0.04 -0.34 -0.01  0.830
C 1.81 0.09 -1.73  -1.737
C 0.71 2.14 -0.96  -1.636
C -1.72 -1.07 1.77  -1.556
C 0.33 0.44 2.20  -1.655
C 1.02 0.63 -0.60  0.708
C -0.83 0.00 1.25  0.813
N -0.32 -2.32 -1.05  -0.719
N 0.24 -1.68 -0.22  0.007
O -2.18 -2.10 -2.29  -0.523
O -1.45 -0.30 -1.21  -0.529
H 2.14 -0.88 -1.35  0.482
H 2.69 0.69 -2.15  0.346
H 1.29 -0.22 -2.59  0.394
H 1.58 2.71 -1.04  0.478
H 0.08 2.62 -0.25  0.416
H 0.20 2.21 -1.95  0.361
H -2.11 -0.79 2.73  0.442
H -1.19 -2.05 1.82  0.374
H -2.55 -1.29 1.04  0.320
H 0.95 -0.37 2.15  0.472
H -0.18 0.48 3.11  0.524
H 0.62 1.35 1.80  0.330
H 1.81 0.70 0.20  0.230
H -1.43 0.87 0.92  0.312



Record 3
DFT (ωB97M-V/def2-TZVPD) results for the molecule C8H14N2O2S in a non-equilibrium geometry.

As for the LUMO energy: 0.42 eV. Its electronic energy is -971.3758 Eh. As for the structure (SMILES): N/C(S)=N\C(=O)C[C@H]1CCCCO1. The value obtained for the orbital gap is 9.88 eV. For the relative energy (zero: lowest compared OMol25 entry of this formula, charge and spin), the calculation gives 1.929 eV. For the HOMO energy, the calculation gives -9.4608 eV. The calculation puts the largest force on an atom at 4.3 eV/Å.

Last column: Mulliken charge in e.
Geometry (Å):
N -0.75 4.22 1.69  -0.447
C 0.31 3.33 1.81  0.576
S 1.68 4.09 2.66  -0.296
N 0.30 2.09 1.44  -0.393
C -0.67 1.39 0.74  0.273
O -1.50 1.99 0.12  -0.643
C -0.61 -0.16 0.82  -0.369
C -1.09 -0.78 -0.55  0.086
C -0.22 -0.61 -1.82  -1.066
C 1.13 -1.38 -1.77  -0.618
C 0.90 -2.85 -1.47  -0.486
C -0.11 -2.96 -0.31  -0.712
O -1.35 -2.20 -0.42  -0.508
H -0.88 4.95 2.31  0.214
H -1.64 3.67 1.41  0.276
H 2.19 2.86 3.10  0.183
H -1.26 -0.54 1.67  0.307
H 0.48 -0.45 1.00  0.174
H -2.03 -0.32 -0.78  0.524
H -0.76 -0.99 -2.62  0.450
H -0.13 0.44 -1.99  0.464
H 1.84 -1.05 -0.96  0.254
H 1.73 -1.34 -2.68  0.349
H 0.50 -3.44 -2.41  0.273
H 1.88 -3.33 -1.26  0.355
H -0.28 -4.03 -0.26  0.391
H 0.33 -2.61 0.53  0.387



Record 4
DFT (ωB97M-V/def2-TZVPD) results for a cluster of 2 separate species, C8H14N2O3 in total in a non-equilibrium geometry.

As for the LUMO energy (alpha / beta): 0.87 / 0.87 eV. Its electronic energy is -648.2771 Eh. The value obtained for the orbital gap (alpha / beta) is 9.58 / 9.58 eV. For the relative energy (zero: lowest compared OMol25 entry of this formula, charge and spin), the calculation gives 6.302 eV. For the HOMO energy (alpha / beta), the calculation gives -8.7104 / -8.7092 eV. The calculation puts the largest force on an atom at 6.5 eV/Å.

Last column: Mulliken charge in e.
Geometry (Å):
C 1.41 -2.12 0.26  0.724
C -2.05 1.19 -0.25  -0.558
C -2.51 0.09 0.73  -0.590
C -1.16 0.32 -1.17  -0.766
C -1.37 -0.68 1.04  -0.654
C -0.42 -0.49 -0.14  0.774
C 2.13 -3.13 -0.57  -1.257
C 2.50 2.51 0.49  -1.007
N 0.78 1.00 0.69  -0.721
N 1.70 1.38 -0.03  0.928
O 1.50 -1.94 1.45  -0.505
O 1.92 1.07 -1.22  -0.654
O 0.55 -1.38 -0.60  -0.286
H -2.83 1.73 -0.78  0.427
H -1.41 1.90 0.46  0.212
H -3.29 0.50 1.46  0.321
H -3.13 -0.58 0.10  0.236
H -1.71 -0.26 -1.86  0.469
H -0.43 1.04 -1.69  0.231
H -0.87 -0.30 1.90  0.269
H -1.57 -1.76 1.15  0.347
H 2.70 -2.74 -1.42  0.315
H 1.45 -3.93 -0.86  0.271
H 2.92 -3.35 0.04  0.449
H 2.03 2.89 1.36  0.389
H 3.51 2.25 0.71  0.287
H 2.30 3.30 -0.20  0.349



Record 5
DFT (ωB97M-V/def2-TZVPD) results for the molecule C8H14N2O4 in a non-equilibrium geometry.

As for the LUMO energy: 0.55 eV. Its electronic energy is -723.6641 Eh. As for the structure (SMILES): N[C@@H](CO)C(=O)N1CCC[C@H]1C(=O)O. The value obtained for the orbital gap is 9.08 eV. For the relative energy (zero: lowest compared OMol25 entry of this formula, charge and spin), the calculation gives 2.386 eV. For the HOMO energy, the calculation gives -8.5343 eV. The calculation puts the largest force on an atom at 7.9 eV/Å.

Last column: Mulliken charge in e.
Geometry (Å):
N -2.15 0.17 1.75  -0.572
C -2.31 -0.28 0.26  0.277
C -2.60 0.80 -0.75  -1.008
O -1.45 1.64 -0.81  -0.451
C -1.13 -1.13 -0.27  0.448
O -1.38 -2.08 -0.97  -0.651
N 0.23 -0.92 0.10  0.188
C 1.23 -1.75 -0.57  -0.652
C 2.56 -1.10 -0.18  -0.696
C 2.23 -0.31 1.05  -0.680
C 0.84 0.20 0.75  -0.220
C 1.12 1.39 -0.47  0.517
O 1.04 1.08 -1.58  -0.509
O 1.48 2.49 0.22  -0.474
H -1.98 1.26 1.74  0.248
H -2.76 -0.09 2.46  0.189
H -3.16 -1.05 0.01  0.292
H -2.86 0.27 -1.68  0.395
H -3.47 1.36 -0.47  0.350
H -1.15 1.67 -1.64  0.272
H 1.06 -1.83 -1.66  0.315
H 1.13 -2.83 -0.30  0.420
H 2.91 -0.53 -1.03  0.267
H 3.40 -1.84 -0.21  0.370
H 3.01 0.46 1.19  0.347
H 2.13 -0.96 1.92  0.353
H 0.29 0.71 1.56  0.284
H 1.76 3.21 -0.43  0.380



Record 6
DFT (ωB97M-V/def2-TZVPD) results for the molecule C8H14N2O4 in a non-equilibrium geometry.

As for the LUMO energy: 0.38 eV. Its electronic energy is -723.7188 Eh. As for the structure (SMILES): N[C@@H](CO)C(=O)N1CCC[C@H]1C(=O)O. The value obtained for the orbital gap is 9.99 eV. For the relative energy (zero: lowest compared OMol25 entry of this formula, charge and spin), the calculation gives 0.896 eV. For the HOMO energy, the calculation gives -9.6084 eV. The calculation puts the largest force on an atom at 3.1 eV/Å.

Last column: Mulliken charge in e.
Geometry (Å):
N -1.31 -1.46 0.55  -0.415
C -1.11 -1.17 -0.86  0.307
C -2.25 -1.57 -1.75  -0.799
O -2.58 -2.92 -1.44  -0.502
C -0.75 0.24 -1.11  0.388
O -1.47 1.07 -1.69  -0.673
N 0.33 0.73 -0.41  -0.280
C 0.75 2.08 -0.70  -0.739
C 2.06 2.31 0.10  -0.489
C 2.65 0.90 0.20  -0.961
C 1.38 0.05 0.39  0.450
C 1.06 0.07 1.92  0.317
O 1.78 -0.54 2.71  -0.633
O 0.00 0.75 2.30  -0.531
H -1.37 -2.47 0.72  0.258
H -2.12 -1.03 0.91  0.208
H -0.21 -1.79 -1.14  0.257
H -1.96 -1.33 -2.79  0.308
H -3.10 -0.97 -1.46  0.343
H -1.92 -3.47 -1.88  0.340
H 0.96 2.21 -1.78  0.389
H -0.07 2.72 -0.39  0.316
H 1.80 2.71 1.12  0.266
H 2.73 3.09 -0.43  0.341
H 3.30 0.73 1.06  0.438
H 3.14 0.61 -0.73  0.335
H 1.45 -1.01 0.15  0.325
H -0.43 0.87 1.38  0.436



Record 7
DFT (ωB97M-V/def2-TZVPD) results for the molecule C8H14N2O6 in a non-equilibrium geometry.

As for the LUMO energy: 0.14 eV. Its electronic energy is -874.0390 Eh. As for the structure (SMILES): N[C@@H](CO)C(=O)N[C@@H](CCC(=O)O)C(=O)O. The value obtained for the orbital gap is 10.03 eV. For the relative energy (zero: lowest compared OMol25 entry of this formula, charge and spin), the calculation gives 6.269 eV. For the HOMO energy, the calculation gives -9.8916 eV. The calculation puts the largest force on an atom at 9.1 eV/Å.

Last column: Mulliken charge in e.
Geometry (Å):
N -1.86 -2.24 -0.42  -0.559
C -2.53 -0.86 -0.32  0.319
C -3.84 -0.99 0.43  -0.660
O -4.53 -1.88 -0.30  -0.451
C -1.78 0.42 0.07  0.131
O -2.40 1.57 0.16  -0.768
N -0.43 0.32 0.03  -0.107
C 0.52 1.18 0.68  0.132
C 1.80 0.24 0.80  -1.158
C 2.48 -0.34 -0.30  -0.319
C 3.67 -1.28 0.11  0.534
O 3.88 -1.63 1.33  -0.570
O 4.30 -1.71 -1.06  -0.462
C 0.65 2.38 -0.15  0.543
O 1.53 2.56 -1.18  -0.542
O -0.48 3.33 0.10  -0.540
H -2.00 -2.89 -1.27  0.270
H -2.05 -2.71 0.51  0.261
H -2.85 -0.61 -1.30  0.225
H -4.13 0.07 0.38  0.345
H -3.84 -1.10 1.59  0.288
H -5.49 -1.82 -0.19  0.314
H -0.19 -0.81 0.34  0.243
H 0.24 1.39 1.83  0.185
H 2.39 0.74 1.63  0.467
H 1.36 -0.84 1.29  0.341
H 1.75 -0.85 -0.89  0.407
H 3.00 0.22 -1.18  0.268
H 4.86 -2.62 -0.92  0.383
H -1.31 2.76 0.44  0.478



Record 8
DFT (ωB97M-V/def2-TZVPD) results for a structure of composition C8H14N2PRh in a non-equilibrium geometry.

As for the spin multiplicity: 5. As for the LUMO energy (alpha / beta): 0.62 / -1.43 eV. Its electronic energy is -874.3272 Eh. The value obtained for the orbital gap (alpha / beta) is 3.78 / 6.13 eV. For the relative energy (zero: lowest compared OMol25 entry of this formula, charge and spin), the calculation gives 0.119 eV. For the HOMO energy (alpha / beta), the calculation gives -3.1596 / -7.5568 eV. The calculation puts the largest force on an atom at 3.7 eV/Å.

Last column: Mulliken charge in e.
Geometry (Å):
C 1.55 2.14 -1.45  0.075
C 2.31 1.34 -2.40  -0.642
C 1.45 0.91 -3.45  -0.422
C 0.15 1.42 -3.22  -0.674
C 0.15 2.22 -1.98  -0.239
Rh -0.01 1.54 0.18  0.206
P 0.28 2.62 2.06  -0.192
H 1.96 2.79 -0.68  0.365
H 3.36 1.09 -2.28  0.417
H 1.75 0.29 -4.30  0.393
H -0.54 3.05 -1.81  0.403
H -0.72 1.26 -3.84  0.397
H -0.47 3.82 2.30  0.069
H 1.63 3.06 2.26  0.065
H 0.05 1.89 3.27  0.067
C -2.21 -3.17 0.70  -0.802
N -0.99 -2.51 1.17  -0.038
C -0.38 -2.96 2.43  -0.800
C -0.66 -1.36 0.66  0.097
N -0.43 -0.23 0.44  -0.543
H -2.41 -4.02 1.35  0.315
H -2.09 -3.50 -0.34  0.282
H -3.06 -2.47 0.71  0.309
H 0.68 -3.20 2.27  0.278
H -0.42 -2.17 3.19  0.298
H -0.93 -3.85 2.76  0.316



Record 9
DFT (ωB97M-V/def2-TZVPD) results for a structure of composition C8H14N2PSY in a non-equilibrium geometry.

As for the LUMO energy (alpha / beta): -1.23 / -1.32 eV. Its electronic energy is -1200.3396 Eh. The value obtained for the orbital gap (alpha / beta) is 4.04 / 3.96 eV. For the relative energy (zero: lowest compared OMol25 entry of this formula, charge and spin), the calculation gives 0.248 eV. For the HOMO energy (alpha / beta), the calculation gives -5.2612 / -5.2792 eV. The calculation puts the largest force on an atom at 4.0 eV/Å.

Last column: Mulliken charge in e.
Geometry (Å):
C -2.81 -0.56 -1.21  0.322
C -3.79 -0.41 -2.19  -1.034
C -4.12 -1.68 -2.75  -0.299
C -3.34 -2.70 -2.13  -0.959
C -2.49 -2.13 -1.17  0.066
Y -0.05 -0.78 1.10  0.712
P -0.71 1.76 1.77  -0.248
H -2.34 0.21 -0.58  0.062
H -4.24 0.54 -2.48  0.328
H -4.85 -1.85 -3.54  0.373
H -1.76 -2.63 -0.51  -0.002
H -3.39 -3.76 -2.36  0.343
H -2.11 1.99 2.00  0.166
H -0.49 2.90 0.91  0.141
H -0.24 2.36 3.00  0.107
S 0.97 -0.35 -1.23  -0.430
C 2.18 0.08 -0.10  0.154
N 2.07 -0.17 1.33  -0.262
C 3.13 0.64 2.04  -0.437
C 3.95 1.24 0.92  -0.420
N 3.25 0.81 -0.30  -0.158
H 2.39 -1.16 1.49  0.234
H 3.70 -0.05 2.66  0.294
H 2.62 1.37 2.65  0.172
H 4.97 0.85 0.91  0.267
H 3.99 2.33 0.97  0.312
H 3.50 1.17 -1.23  0.195